The following is a quantum chemistry calculation of a 2-piece molecular cluster, C4H14NOS overall, from the Open Molecules 2025 dataset.

Output
gap between HOMO and LUMO: 9.5 eV
E_HOMO: -12.5400 eV
total charge: +1

Last columns: bonded neighbours and bond lengths (Å).
Element x y z (Å)
1 C 0.968 -0.043 0.308  C2 1.525, N6 1.492, H7 1.099, H8 1.088
2 C 1.006 -0.412 -1.172  C1 1.525, C3 1.522, H9 1.088, H10 1.087
3 C -0.315 -0.890 -1.757  C2 1.522, S4 1.831, H11 1.088, H12 1.074
4 S -1.796 0.068 -1.265  C3 1.831, C5 1.795
5 C -1.309 1.727 -1.748  S4 1.795, H13 1.076, H14 1.083, H15 1.083
6 N 0.067 -0.921 1.111  C1 1.492, H16 1.025, H17 1.024, H18 1.037
7 H 0.617 0.981 0.497  C1 1.099
8 H 1.957 -0.057 0.759  C1 1.088
9 H 1.302 0.485 -1.713  C2 1.088
10 H 1.786 -1.146 -1.351  C2 1.087
11 H -0.323 -0.869 -2.845  C3 1.088
12 H -0.522 -1.907 -1.478  C3 1.074
13 H -2.146 2.379 -1.573  C5 1.076
14 H -0.426 2.052 -1.212  C5 1.083
15 H -1.116 1.823 -2.809  C5 1.083
16 H 0.187 -1.898 0.828  N6 1.025
17 H -0.895 -0.647 0.895  N6 1.024
18 H 0.248 -0.862 2.130  N6 1.037
19 H 0.977 0.260 3.992  O21 0.960
20 H -0.354 -0.101 4.629  O21 0.966
21 O 0.087 -0.022 3.773  H19 0.960, H20 0.966